One molecule with the formula CH3N3S at a distorted geometry, computed with wB97M-V/def2-TZVPD.

The geometry in XYZ format:
```
8
Properties=species:S:1:pos:R:3:forces:R:3
N -1.012 -2.112 3.177 -0.403 0.045 0.091
C -0.398 -1.213 2.801 0.248 -0.619 -0.025
S 0.665 -0.050 2.251 0.121 0.322 -1.201
N 0.719 -0.581 0.419 3.339 1.156 1.082
N -0.274 -0.086 -0.356 2.548 3.816 -0.101
H 1.764 -0.154 0.209 -3.580 -1.232 0.236
H -0.337 0.988 -0.454 -0.540 -2.771 0.183
H -0.983 -0.729 -0.497 -1.733 -0.716 -0.263
```
Positions in Å, forces in eV/Å.

Calculated values
- Max |F|: 4.59 eV/Å
- Kohn-Sham gap: 9.52 eV
- Total energy: -602.2619 Eh
- Energy above the lowest of the compared OMol25 structures with the same formula, charge and spin: 0.898 eV
- Charge: 0
- HOMO energy: -9.7 eV
- Structure (SMILES): N#CSNN

Atom charges from the Löwdin analysis, given in e for atoms 1 to 4: 0.08, -0.72, 0.81, -0.39